## P
The following is a quantum chemistry calculation of a 2-piece molecular cluster, CH7NO overall, from OMol25.

Atoms and positions in Å:
N: -1.2751 1.9717 0.0748
C: -0.5487 0.8716 -0.5513
H: -1.7500 1.5871 0.8989
H: -0.6159 2.6741 0.4282
H: -0.0089 0.2604 0.1915
H: 0.1780 1.2526 -1.2884
H: -1.2761 0.2283 -1.0745
O: 1.3981 -2.8632 0.3038
H: 2.0234 -2.2605 0.7665
H: 1.8751 -3.7222 0.2504

HOMO-LUMO gap ... 10.03 eV
HOMO ... -9.2 eV
LUMO energy ... 0.8130 eV
SMILES ... CN.O

## Q
The following is a quantum chemistry calculation of CH7NO as an isolated structure, from OMol25.

Atoms and positions in Å:
C: 0.9647 0.0133 0.7579
H: -1.9660 1.3803 -0.1681
H: -1.4628 0.1823 -1.4040
H: 0.9152 -0.9673 -1.0432
H: 0.0296 -1.4582 -0.1409
H: 0.2876 0.0535 1.7241
H: 1.8183 -0.5728 1.2010
H: 1.5086 0.9924 0.7234
N: 0.1634 -0.4979 -0.3583
O: -2.2587 0.8743 -1.2919

HOMO-LUMO gap ... 10.99 eV
HOMO ... -10.3 eV
LUMO energy ... 0.6601 eV

Relative stability in hartree, measured from the most stable structure: P 0.0000; Q 0.0856

## P
The following is a quantum chemistry calculation of the molecule C2H5NO, from OMol25.

Atoms and positions in Å:
C: 1.1297 -1.0043 -0.0643
C: -0.1913 -0.6579 0.4598
H: 1.3638 -0.4954 -1.0994
H: 1.9713 -0.6690 0.7735
H: 1.2467 -2.2596 -0.2821
H: -0.5559 -1.4532 1.1943
H: -1.1421 1.8960 -0.8535
N: -0.8775 0.3428 0.2891
O: -0.2965 1.3193 -0.5162

HOMO-LUMO gap ... 10.59 eV
HOMO ... -9.7 eV
LUMO energy ... 0.8558 eV
SMILES ... C/C=N\O

## Q
The following is a quantum chemistry calculation of the molecule C2H5NO, from OMol25.

Atoms and positions in Å:
C: 1.5061 -0.0706 0.0198
C: -1.8798 0.1382 -0.0016
H: 2.3520 0.5927 -0.5342
H: 1.3720 -1.0469 -0.6619
H: 1.9198 -0.3394 1.1860
H: -2.1645 1.1267 0.2138
H: -2.6634 -0.6179 -0.0733
N: -0.7010 -0.4202 -0.0552
O: 0.2587 0.6373 -0.0934

HOMO-LUMO gap ... 10.94 eV
HOMO ... -9.7 eV
LUMO energy ... 1.1950 eV
SMILES ... C=NOC

Relative stability in hartree, measured from the most stable structure: P 0.0000; Q 0.0141

## P
The following is a quantum chemistry calculation of a 2-piece molecular cluster, C2H6O2 overall, from OMol25.

Atoms and positions in Å:
C: -2.9816 0.0926 -6.3680
H: -3.9588 0.3647 -6.7767
H: -2.7980 0.4112 -5.3521
H: -2.3883 0.5523 -7.1500
H: -2.8084 -0.9813 -6.4502
O: 1.3936 -0.6477 3.6383
C: 1.5479 -0.3536 2.4973
O: 0.8783 0.6960 1.9183
H: 2.1207 -0.8480 1.7012
H: 0.6699 1.3271 2.6264

HOMO-LUMO gap ... 12.03 eV
HOMO ... -11.2 eV
LUMO energy ... 0.8724 eV
SMILES ... O=CO.C

## Q
The following is a quantum chemistry calculation of a 4-piece molecular cluster, C2H6O2 overall, from OMol25.

Atoms and positions in Å:
O: 0.6784 -1.1309 -0.1248
C: -0.0882 -0.1524 -0.7633
C: -0.8152 0.5945 0.3089
O: -1.1039 -0.0364 1.4261
H: 2.1409 -0.6020 -0.1457
H: 0.4039 0.5512 -1.4470
H: -0.7817 -0.7798 -1.3410
H: 1.2275 1.3086 0.8622
H: -1.6072 1.2394 -0.0791
H: -0.0545 -0.9922 1.3037

HOMO-LUMO gap (alpha / beta) ... 6.88 / 6.89 eV
HOMO (alpha / beta) ... -8.0 / -8.0 eV
LUMO energy (alpha / beta) ... -1.1000 / -1.0978 eV

## R
The following is a quantum chemistry calculation of the molecule C2H6O2, from OMol25.

Atoms and positions in Å:
O: -0.4346 -1.0078 0.9745
C: 0.5962 -0.4311 0.1793
C: 0.0681 0.9085 -0.3096
O: -1.1835 0.7370 -0.9287
H: -0.4613 -1.9547 0.8053
H: 1.5131 -0.2981 0.7711
H: 0.8267 -1.0700 -0.6830
H: 0.0029 1.6081 0.5391
H: 0.7510 1.3377 -1.0498
H: -1.6830 0.1866 -0.3063

HOMO-LUMO gap ... 11.05 eV
HOMO ... -10.2 eV
LUMO energy ... 0.8220 eV
SMILES ... OCCO

## S
The following is a quantum chemistry calculation of the molecule C2H6O2, from OMol25.

Atoms and positions in Å:
C: -0.3999 -0.5305 -0.4568
C: 0.1053 0.3852 0.6650
O: -0.7360 1.4669 0.8745
O: 1.3855 0.8950 0.3626
H: -0.3712 0.0023 -1.4052
H: 0.2204 -1.4203 -0.5304
H: -1.4230 -0.8264 -0.2453
H: 0.1220 -0.1657 1.6192
H: -0.5826 2.0998 0.1621
H: 2.0182 0.1738 0.3042

HOMO-LUMO gap ... 11.15 eV
HOMO ... -10.3 eV
LUMO energy ... 0.8636 eV
SMILES ... CC(O)O

Relative stability in hartree, measured from the most stable structure: P 0.0030; Q 0.3079; R 0.0127; S 0.0000